# C20H12IrN6O9S

A structure of composition C20H12IrN6O9S (wB97M-V/def2-TZVPD, the Open Molecules 2025 dataset).

gap between HOMO and LUMO (spin up / spin down) = 5.816 / 5.815 eV
E_HOMO (spin up / spin down) = -4.74 / -4.74 eV
net charge = -1

XYZ file:
```
49
Properties=species:S:1:pos:R:3:lowdin_charge:R:1
Ir -0.063 0.183 -0.134 1.40
C -1.411 2.517 3.318 -0.02
C -0.837 1.523 2.551 -0.07
N -0.836 1.521 1.201 -0.04
C -1.427 2.545 0.558 -0.15
C -2.041 3.608 1.259 -0.15
C -2.023 3.576 2.660 0.00
C -2.649 4.660 0.561 -0.01
C -2.649 4.660 -0.829 -0.01
C -2.041 3.608 -1.527 -0.16
C -2.023 3.576 -2.928 -0.01
C -1.411 2.517 -3.586 -0.03
C -0.837 1.523 -2.818 -0.08
N -0.836 1.521 -1.468 -0.07
C -1.427 2.545 -0.825 -0.15
H -1.383 2.468 4.401 0.11
H -0.345 0.671 3.011 0.12
H -2.482 4.371 3.242 0.12
H -3.123 5.481 1.095 0.12
H -3.123 5.481 -1.362 0.12
H -2.482 4.371 -3.510 0.11
H -1.383 2.468 -4.668 0.11
H -0.345 0.671 -3.278 0.12
O 3.309 0.973 1.828 0.03
N 2.371 0.974 1.013 -0.52
O 2.380 1.767 0.057 -0.04
O 1.424 0.183 1.156 -0.32
O -1.086 -2.988 -2.657 0.00
C -0.517 -2.294 -1.761 -0.56
O -0.808 -1.107 -1.423 -0.22
C 0.628 -2.950 -1.019 -0.08
C 1.315 -2.256 -0.005 0.01
C 2.373 -2.866 0.678 -0.07
C 2.767 -4.174 0.365 0.09
C 2.084 -4.866 -0.644 -0.12
C 1.025 -4.264 -1.333 0.09
N 2.490 -6.237 -0.980 -0.33
O 1.877 -6.831 -1.877 0.06
O 3.433 -6.727 -0.339 0.05
N 3.082 -2.133 1.735 -0.25
O 4.017 -2.715 2.306 0.05
O 2.715 -0.981 2.002 0.02
H 1.001 -1.238 0.231 -0.05
H 3.590 -4.645 0.898 0.12
H 0.487 -4.794 -2.120 0.13
S -1.929 -3.048 3.097 0.32
C -1.263 -1.895 1.944 -0.78
N -0.825 -1.136 1.185 -0.09
H 1.240 0.183 -1.263 0.09
```

***

# C20H13Br2LaN4O2

A structure of composition C20H13Br2LaN4O2 (wB97M-V/def2-TZVPD, the Open Molecules 2025 dataset).

gap between HOMO and LUMO (spin up / spin down) = 4.783 / 4.783 eV
E_HOMO (spin up / spin down) = -12.20 / -12.20 eV
relative energy (zero: lowest compared OMol25 entry of this formula, charge and spin) = 19.5 kJ/mol
net charge = +2

XYZ file:
```
42
Properties=species:S:1:pos:R:3:lowdin_charge:R:1
La -1.954 -1.809 1.308 2.09
Br 6.267 1.540 -5.120 0.81
C 5.486 2.113 -3.515 -0.69
C 6.211 2.906 -2.645 -0.10
C 5.619 3.329 -1.466 0.00
C 4.321 2.950 -1.152 -0.26
C 3.588 2.174 -2.057 -0.03
C 4.170 1.753 -3.234 -0.11
N 3.822 3.531 0.051 0.12
N 2.757 3.186 0.604 0.07
C 2.183 1.912 0.667 -0.22
C 2.879 0.722 0.652 0.02
C 2.221 -0.503 0.845 0.04
C 0.870 -0.570 1.038 -0.34
O 0.190 -1.764 1.169 -0.41
C 0.143 0.625 1.124 -0.17
N -1.221 0.554 1.374 -0.12
C -1.906 1.693 1.509 -0.12
C -1.332 2.947 1.382 -0.02
C 0.016 3.034 1.101 0.06
C 0.789 1.873 0.968 -0.08
H 7.216 3.211 -2.900 0.11
H 6.154 3.963 -0.770 0.13
H 2.556 1.935 -1.857 0.11
H 3.613 1.161 -3.946 0.11
H 3.950 0.739 0.506 0.13
H 2.778 -1.432 0.814 0.14
H -2.967 1.608 1.727 0.12
H -1.938 3.832 1.511 0.12
H 0.498 3.998 0.991 0.13
O -7.100 -5.927 0.459 0.16
C -6.246 -4.941 0.644 -0.27
C -6.595 -3.587 0.721 0.05
C -5.606 -2.659 0.915 -0.10
N -4.296 -2.978 1.038 -0.18
C -4.017 -4.277 0.957 -0.69
Br -2.136 -4.702 1.120 0.82
C -4.894 -5.299 0.768 0.01
H -8.018 -5.629 0.379 0.15
H -7.625 -3.269 0.628 0.14
H -5.854 -1.608 0.980 0.13
H -4.591 -6.335 0.711 0.14
```

***

# C20H13CaFN5O8S

A structure of composition C20H13CaFN5O8S (wB97M-V/def2-TZVPD, the Open Molecules 2025 dataset).

gap between HOMO and LUMO = 8.027 eV
E_HOMO = -5.72 eV
relative energy (zero: lowest compared OMol25 entry of this formula, charge and spin) = 1.1 kJ/mol
net charge = -1

XYZ file:
```
49
Properties=species:S:1:pos:R:3:lowdin_charge:R:1
Ca 0.942 -0.305 -0.216 1.43
O 0.713 -0.500 5.922 0.11
C -0.505 -0.842 5.546 -0.52
O -1.381 -1.095 6.344 0.07
C -0.757 -0.871 4.087 -0.06
C -1.989 -1.074 3.498 0.00
N -1.798 -0.982 2.172 0.02
N -0.526 -0.738 1.856 0.03
C 0.130 -0.690 3.004 -0.13
C 1.629 -0.449 2.929 -0.57
O 2.232 -0.119 3.963 0.04
O 2.084 -0.589 1.769 -0.14
H 1.332 -0.312 5.140 0.04
H -2.949 -1.277 3.938 0.13
H -2.455 -1.128 1.420 0.15
S -2.794 -2.567 -2.712 0.95
C -2.619 -3.550 -1.321 -0.46
C -1.555 -3.157 -0.562 -0.28
C -0.813 -2.032 -1.052 -0.24
C -1.416 -1.616 -2.217 -0.57
C -0.946 -0.517 -3.056 -0.31
C -1.556 -0.169 -4.270 -0.05
C -1.043 0.871 -5.019 -0.07
C 0.075 1.554 -4.561 -0.07
C 0.618 1.154 -3.352 -0.13
N 0.125 0.162 -2.616 0.03
H -3.296 -4.371 -1.139 0.05
H -1.295 -3.685 0.350 0.08
H -2.421 -0.716 -4.617 0.08
H -1.512 1.144 -5.957 0.10
H 0.518 2.371 -5.113 0.10
H 1.499 1.633 -2.940 0.09
F 1.713 5.030 -4.182 0.08
C 2.658 4.826 -3.252 -0.18
C 2.368 4.263 -2.073 0.05
N 3.325 4.044 -1.114 0.01
C 2.930 3.356 0.116 -0.02
C 2.127 2.099 -0.253 -0.73
O 2.701 1.201 -0.902 -0.10
O 0.927 2.046 0.102 -0.11
C 4.639 4.402 -1.308 -0.46
O 5.522 4.236 -0.497 0.09
N 4.898 4.973 -2.548 0.21
C 4.017 5.238 -3.583 -0.41
O 4.374 5.742 -4.626 0.09
H 1.365 3.944 -1.817 0.15
H 2.333 4.020 0.740 0.13
H 3.842 3.075 0.636 0.13
H 5.864 5.223 -2.703 0.17
```

***

# C20H13F3N2O2

An isolated molecule of C20H13F3N2O2 (wB97M-V/def2-TZVPD, the Open Molecules 2025 dataset).

gap between HOMO and LUMO = 7.480 eV
E_HOMO = -7.91 eV
SMILES = O=C1Nc2ccccc2/C1=C\c1cccn1-c1ccc(OC(F)(F)F)cc1

XYZ file:
```
40
Properties=species:S:1:pos:R:3:lowdin_charge:R:1
O -2.550 -3.058 -1.968 0.08
C -1.798 -2.642 -1.115 -0.42
N -0.636 -3.257 -0.713 0.17
C -0.018 -2.556 0.307 -0.19
C 1.116 -2.876 1.023 -0.01
C 1.491 -2.026 2.055 -0.08
C 0.725 -0.917 2.380 -0.09
C -0.408 -0.590 1.650 -0.03
C -0.758 -1.386 0.573 -0.12
C -1.864 -1.359 -0.361 -0.09
C -2.779 -0.419 -0.688 0.06
C -2.817 0.963 -0.312 -0.22
C -3.934 1.727 -0.023 -0.02
C -3.495 3.009 0.338 -0.07
C -2.129 3.009 0.242 -0.06
N -1.710 1.773 -0.150 -0.01
C -0.388 1.453 -0.483 -0.22
C -0.103 0.725 -1.636 0.01
C 1.192 0.339 -1.907 0.03
C 2.215 0.699 -1.040 -0.19
O 3.490 0.225 -1.394 0.14
C 4.489 0.308 -0.542 -0.74
F 4.899 1.565 -0.286 0.16
F 5.539 -0.334 -1.043 0.18
F 4.239 -0.237 0.662 0.16
C 1.959 1.485 0.069 0.01
C 0.655 1.857 0.342 -0.01
H -0.335 -4.155 -1.055 0.16
H 1.688 -3.764 0.798 0.11
H 2.380 -2.245 2.625 0.10
H 1.015 -0.300 3.217 0.10
H -1.020 0.252 1.936 0.12
H -3.586 -0.747 -1.335 0.14
H -4.947 1.376 -0.037 0.11
H -4.111 3.837 0.628 0.10
H -1.429 3.810 0.379 0.12
H -0.897 0.452 -2.312 0.13
H 1.430 -0.242 -2.782 0.13
H 2.744 1.800 0.737 0.12
H 0.448 2.446 1.222 0.12
```

***

# C20H13N6O6

The ion C20H13N6O6 with charge -1 (wB97M-V/def2-TZVPD, the Open Molecules 2025 dataset).

gap between HOMO and LUMO = 6.278 eV
E_HOMO = -4.48 eV
relative energy (zero: lowest compared OMol25 entry of this formula, charge and spin) = 42.4 kJ/mol
net charge = -1

XYZ file:
```
45
Properties=species:S:1:pos:R:3:lowdin_charge:R:1
C 0.724 2.770 4.037 -0.11
C -0.435 2.022 3.849 -0.07
C -0.535 1.184 2.703 -0.02
C 0.573 1.049 1.871 -0.16
C 0.463 -0.130 0.949 -0.30
C -0.341 0.131 -0.365 -0.01
C -1.514 -0.507 -1.077 -0.24
C -2.883 -0.869 -0.726 -0.13
C -3.423 -0.771 0.549 -0.01
C -4.779 -1.135 0.804 -0.07
C -5.576 -1.588 -0.242 -0.11
C -5.059 -1.747 -1.514 -0.09
C -3.744 -1.388 -1.767 0.01
O -1.395 -0.456 -2.346 -0.03
O 1.161 -1.130 1.088 0.11
C 1.676 1.919 2.016 0.00
C 1.698 2.778 3.088 -0.10
H 0.808 3.376 4.921 0.10
H -1.244 2.048 4.552 0.09
H -1.475 0.648 2.497 0.09
H -0.656 1.222 -0.332 0.15
H -2.775 -0.386 1.365 0.10
H -5.178 -1.041 1.827 0.10
H -6.604 -1.859 -0.041 0.10
H -5.633 -2.132 -2.355 0.10
H -3.347 -1.458 -2.779 0.12
H 2.431 1.904 1.236 0.11
H 2.544 3.434 3.159 0.11
O 5.778 0.989 -1.328 0.02
N 5.218 -0.111 -1.236 -0.36
O 5.858 -1.190 -1.059 -0.02
C 3.788 -0.242 -1.401 -0.11
C 3.152 -1.513 -1.415 0.09
C 1.754 -1.598 -1.656 -0.13
N 1.263 -2.936 -1.651 -0.35
O 2.094 -3.864 -1.847 -0.01
O 0.034 -3.081 -1.618 0.04
C 0.842 -0.385 -1.623 -0.10
N 1.650 0.790 -1.760 -0.04
N 1.062 2.018 -1.725 0.02
N 2.006 2.897 -1.595 -0.07
N 3.186 2.328 -1.448 0.03
C 3.012 0.967 -1.485 -0.19
H 3.779 -2.457 -1.531 0.15
H 0.040 -0.500 -2.592 0.17
```

***

The evaluated E_tot for the records listed, in turn: -2277.2014, -6318.5364, -2821.6519, -1329.5732, -1549.6470 a.u..
The evaluated maximum force for the records listed, in turn: 8.748, 1.499, 0.728, 1.744, 4.418 eV/A.